Entry 1:
Formula: C5H11NO
Source: the Open Molecules 2025 dataset
Level of theory: ωB97M-V/def2-TZVPD

```
! RIJCOSX wB97M-V def2-TZVPD def2/J DEFGRID3
* xyz 0 1
C -0.735 -1.697 2.246
N -0.557 -0.660 1.256
C -0.150 -0.914 0.106
O 0.258 -1.884 -0.728
C 0.238 -0.440 -1.185
C -0.548 2.210 -0.087
C 1.589 0.177 -1.451
H -1.772 -1.663 2.596
H -0.094 -1.466 3.103
H -0.507 -2.706 1.883
H -0.591 1.248 0.414
H -0.549 -0.246 -1.913
H 0.367 2.720 0.221
H -1.428 2.772 0.224
H -0.555 2.099 -1.175
H 1.504 1.048 -2.109
H 2.084 0.495 -0.529
H 2.210 -0.571 -1.949
*
```

Computed properties:
- Lowest unoccupied orbital energy: 0.9694 eV
- HOMO-LUMO gap: 10.76 eV
- Max |F|: 0.00905 hartree/bohr
- HOMO energy: -9.79 eV
- Structure (SMILES): C/N=C1\O[C@@H]1C.C
- Energy relative to the best compared isomer or geometry (same formula, charge and spin): 2.7923 eV

=====

Entry 2:
Formula: C4H12NOS2
Source: the Open Molecules 2025 dataset
Level of theory: ωB97M-V/def2-TZVPD

```
! RIJCOSX wB97M-V def2-TZVPD def2/J DEFGRID3
* xyz 1 1
C -2.311 -1.509 -0.387
C 1.664 1.326 1.216
C -1.286 -0.344 -0.578
C 1.794 0.580 -0.052
N -0.052 -0.692 0.151
O 1.595 1.092 -1.267
S -1.928 1.320 -0.008
S 2.911 -0.741 -0.075
H -2.796 -1.606 0.589
H -1.889 -2.368 -0.731
H -3.197 -1.248 -1.050
H 2.303 2.155 0.938
H 2.055 0.827 2.059
H 0.697 1.624 1.490
H -1.162 -0.103 -1.709
H 0.199 -1.667 -0.036
H -0.066 -0.452 1.093
H 1.394 2.054 -1.412
H -2.452 0.802 1.100
H 2.527 -1.053 -1.329
*
```

Computed properties:
- Lowest unoccupied orbital energy: -4.3211 eV
- HOMO-LUMO gap: 8.88 eV
- Max |F|: 0.09472 hartree/bohr
- HOMO energy: -13.20 eV
- Energy relative to the best compared isomer or geometry (same formula, charge and spin): 2.0182 eV

=====

Entry 3:
Formula: C5H12O
Source: the Open Molecules 2025 dataset
Level of theory: ωB97M-V/def2-TZVPD

```
! RIJCOSX wB97M-V def2-TZVPD def2/J DEFGRID3
* xyz 0 1
C -0.742 -1.873 0.217
C -1.062 -0.386 -0.032
C 0.013 0.672 -0.384
C -0.644 2.054 -0.451
O 1.053 0.800 0.567
C 2.004 -0.231 0.500
H -0.131 -2.332 -0.570
H -0.250 -2.057 1.179
H -1.689 -2.429 0.245
H -1.601 -0.013 0.848
H -1.774 -0.348 -0.866
H 0.461 0.433 -1.367
H -1.637 2.006 -0.909
H -0.039 2.771 -1.016
H -0.754 2.444 0.566
H 2.723 -0.062 1.306
H 1.539 -1.210 0.632
H 2.532 -0.238 -0.465
*
```

Computed properties:
- Lowest unoccupied orbital energy: 1.1586 eV
- HOMO-LUMO gap: 10.74 eV
- Max |F|: 0.00679 hartree/bohr
- HOMO energy: -9.58 eV
- Structure (SMILES): CC[C@@H](C)OC
- Energy relative to the best compared isomer or geometry (same formula, charge and spin): 0.7583 eV

=====

The highest energy relative to the best compared isomer or geometry (same formula, charge and spin) belongs to which entry?
C5H11NO

=====

Repeat the first record exactly.
Formula: C5H11NO
Source: the Open Molecules 2025 dataset
Level of theory: ωB97M-V/def2-TZVPD

```
! RIJCOSX wB97M-V def2-TZVPD def2/J DEFGRID3
* xyz 0 1
C -0.735 -1.697 2.246
N -0.557 -0.660 1.256
C -0.150 -0.914 0.106
O 0.258 -1.884 -0.728
C 0.238 -0.440 -1.185
C -0.548 2.210 -0.087
C 1.589 0.177 -1.451
H -1.772 -1.663 2.596
H -0.094 -1.466 3.103
H -0.507 -2.706 1.883
H -0.591 1.248 0.414
H -0.549 -0.246 -1.913
H 0.367 2.720 0.221
H -1.428 2.772 0.224
H -0.555 2.099 -1.175
H 1.504 1.048 -2.109
H 2.084 0.495 -0.529
H 2.210 -0.571 -1.949
*
```

Computed properties:
- Lowest unoccupied orbital energy: 0.9694 eV
- HOMO-LUMO gap: 10.76 eV
- Max |F|: 0.00905 hartree/bohr
- HOMO energy: -9.79 eV
- Structure (SMILES): C/N=C1\O[C@@H]1C.C
- Energy relative to the best compared isomer or geometry (same formula, charge and spin): 2.7923 eV